w.
This record from the Open Molecules 2025 dataset describes 6 unconnected molecules or ions with the total composition C24H66N6O6. The level of theory is the ωB97M-V functional and the def2-TZVPD basis.

Structure (XYZ):
```
102
Properties=species:S:1:pos:R:3:lowdin_charge:R:1
C 2.406 0.571 5.468 -0.094
O 2.008 -0.792 5.659 -0.234
C 0.934 -1.038 6.586 -0.169
C 1.051 -2.549 6.964 -0.426
C 1.132 -3.460 5.780 -0.085
N -0.192 -3.016 7.669 0.034
H 2.867 0.956 6.329 0.046
H 1.355 1.266 5.442 0.152
H 3.106 0.748 4.679 0.055
H 1.071 -0.448 7.681 0.191
H 0.033 -1.066 6.108 0.075
H 1.949 -2.727 7.479 0.121
H 2.038 -3.430 5.371 0.000
H 0.380 -3.174 5.148 0.038
H 1.196 -4.724 5.985 0.170
H 0.061 -2.629 8.540 0.035
H -1.144 -2.706 7.416 0.088
C 2.629 1.248 -1.300 -0.053
O 1.923 2.413 -1.823 -0.138
C 0.572 2.421 -1.628 -0.241
C -0.112 3.319 -2.669 -0.456
C 0.071 4.821 -2.378 -0.051
N -1.490 2.925 -2.820 0.045
H 3.588 1.278 -1.710 0.068
H 2.067 0.346 -1.450 0.063
H 2.938 1.265 -0.284 0.060
H 0.000 1.487 -2.045 0.145
H 0.236 2.710 -0.745 0.075
H 0.371 3.258 -3.583 0.108
H -0.212 5.475 -3.290 0.105
H 1.107 4.744 -2.080 0.068
H -0.692 5.096 -1.679 0.057
H -1.473 1.960 -3.301 0.076
H -1.943 2.792 -1.970 -0.006
C -3.229 1.213 -5.196 -0.146
O -2.008 0.743 -4.744 -0.277
C -1.024 0.367 -5.778 -0.127
C -1.485 -0.977 -6.384 -0.418
C -1.523 -2.153 -5.287 -0.002
N -0.642 -1.361 -7.440 0.016
H -2.950 1.987 -6.060 0.139
H -3.902 1.573 -4.444 0.056
H -3.978 0.428 -5.507 0.089
H -1.138 1.125 -6.560 0.113
H -0.039 0.168 -5.238 0.156
H -2.575 -0.834 -6.821 0.160
H -1.618 -3.023 -5.806 0.055
H -2.190 -1.931 -4.645 -0.009
H -0.659 -2.216 -4.823 0.027
H -1.203 -1.514 -8.225 0.048
H 0.087 -0.644 -7.757 0.116
C -6.880 -0.203 -1.990 -0.069
O -6.111 0.641 -1.152 -0.127
C -4.904 0.980 -1.455 -0.287
C -3.872 0.957 -0.266 -0.352
C -4.465 1.747 0.902 -0.053
N -2.502 1.399 -0.588 0.035
H -6.740 -1.301 -1.921 0.094
H -6.807 0.201 -2.951 0.065
H -7.967 -0.332 -1.801 0.093
H -4.375 0.536 -2.296 0.114
H -5.009 1.970 -1.763 0.112
H -3.719 -0.075 0.179 0.139
H -3.789 1.689 1.879 0.123
H -5.253 1.304 1.332 0.022
H -4.696 2.705 0.647 0.046
H -1.778 1.901 0.034 0.126
H -2.073 0.719 -1.115 -0.003
C 6.465 1.883 2.030 -0.110
O 6.365 0.503 1.689 -0.224
C 5.145 -0.039 2.246 -0.184
C 5.072 -1.559 1.830 -0.464
C 5.209 -1.783 0.412 -0.068
N 3.812 -2.137 2.400 -0.003
H 7.061 2.166 3.004 0.120
H 5.683 2.421 1.876 -0.003
H 7.231 2.153 1.127 0.139
H 5.287 -0.117 3.344 0.125
H 4.334 0.515 1.882 0.094
H 5.905 -2.276 2.489 0.197
H 4.294 -1.251 -0.020 0.105
H 5.217 -2.700 0.137 0.011
H 5.945 -0.963 0.096 0.115
H 2.995 -1.414 2.174 0.085
H 3.934 -2.379 3.392 0.060
C -1.393 -1.576 -2.002 -0.044
O -1.355 -1.159 -0.555 -0.239
C -0.170 -1.598 0.136 -0.155
C -0.321 -1.390 1.593 -0.375
C -0.968 0.035 1.990 0.030
N 0.915 -1.452 2.318 0.042
H -2.260 -1.171 -2.425 0.050
H -1.301 -2.665 -2.185 0.101
H -0.604 -1.117 -2.575 0.068
H -0.067 -2.522 -0.270 0.086
H 0.591 -0.767 -0.268 0.154
H -1.008 -2.038 1.966 0.103
H -1.038 -0.054 3.000 0.057
H -1.775 0.142 1.605 -0.072
H -0.314 0.704 1.427 0.095
H 1.408 -2.307 2.327 0.046
H 0.933 -1.238 3.310 0.065
```

Summary:
SMILES string: COC[C@H](C)N.COC[C@H](C)N.COC[C@H](C)N.COC[C@H](C)N.COC[C@H](C)N.COC[C@H](C)N
HOMO-LUMO gap (eV): 8.695
Highest occupied orbital energy (eV): -8.05

---

x.
This record from the Open Molecules 2025 dataset describes 6 unconnected molecules or ions with the total composition C24H66N6O6. The level of theory is the ωB97M-V functional and the def2-TZVPD basis.

Structure (XYZ):
```
102
Properties=species:S:1:pos:R:3:lowdin_charge:R:1
C -1.619 -6.122 2.085 -0.032
O -0.968 -4.772 1.961 -0.243
C -1.728 -3.713 2.570 -0.184
C -2.837 -3.288 1.660 -0.470
C -2.344 -2.788 0.321 -0.047
N -3.656 -2.190 2.158 0.047
H -2.613 -6.122 1.636 0.068
H -1.891 -6.391 3.106 0.083
H -1.080 -6.929 1.589 0.091
H -2.073 -4.024 3.556 0.124
H -0.985 -2.941 2.773 0.129
H -3.401 -4.199 1.460 0.122
H -1.501 -2.136 0.547 0.060
H -3.138 -2.216 -0.159 0.080
H -1.961 -3.572 -0.333 0.085
H -4.293 -1.888 1.435 0.066
H -4.236 -2.712 2.798 0.071
C 3.350 -3.446 -3.187 -0.063
O 2.345 -2.947 -4.103 -0.231
C 1.301 -2.302 -3.390 -0.166
C 0.609 -1.463 -4.531 -0.481
C -0.653 -0.768 -4.093 -0.055
N 0.488 -2.095 -5.764 0.029
H 2.926 -4.446 -3.092 0.088
H 3.469 -2.918 -2.241 0.078
H 4.250 -3.622 -3.776 0.088
H 0.544 -2.991 -3.013 0.127
H 1.780 -1.707 -2.613 0.106
H 1.443 -0.799 -4.757 0.131
H -1.099 -0.036 -4.766 0.074
H -0.365 -0.185 -3.218 0.060
H -1.478 -1.448 -3.881 0.081
H 0.710 -1.459 -6.517 0.083
H 1.259 -2.746 -5.801 0.065
C -3.850 4.939 -3.354 -0.091
O -5.216 5.322 -3.381 -0.196
C -5.810 6.200 -2.428 -0.175
C -5.368 6.115 -0.950 -0.482
C -5.770 4.835 -0.140 -0.046
N -6.012 7.088 -0.233 0.006
H -3.942 4.008 -3.913 0.093
H -3.497 4.733 -2.344 0.066
H -3.229 5.677 -3.864 0.087
H -5.645 7.191 -2.850 0.119
H -6.897 6.153 -2.363 0.123
H -4.301 6.313 -0.846 0.138
H -5.187 4.103 -0.699 0.044
H -6.722 4.334 -0.317 0.081
H -5.381 4.658 0.863 0.078
H -7.007 7.070 -0.408 0.081
H -5.824 7.919 -0.775 0.074
C 1.837 -0.179 0.255 -0.111
O 0.947 0.770 -0.244 -0.168
C -0.355 0.329 -0.156 -0.240
C -1.035 1.648 -0.562 -0.411
C -1.054 2.746 0.527 -0.054
N -2.442 1.314 -0.758 0.026
H 1.754 -0.588 1.262 0.082
H 2.782 0.354 0.150 0.089
H 1.879 -1.074 -0.366 0.070
H -0.709 -0.480 -0.794 0.104
H -0.684 0.047 0.845 0.123
H -0.559 2.029 -1.465 0.140
H -0.081 3.235 0.555 0.062
H -1.410 2.348 1.478 0.083
H -1.814 3.477 0.249 0.067
H -2.979 1.994 -1.277 0.057
H -2.749 1.268 0.203 0.063
C 5.967 -3.988 0.046 -0.131
O 4.667 -3.525 0.240 -0.212
C 3.773 -4.589 0.584 -0.176
C 2.526 -4.064 1.393 -0.409
C 2.859 -3.083 2.544 -0.048
N 1.687 -5.164 1.836 0.040
H 6.339 -4.528 0.916 0.087
H 6.475 -3.072 -0.255 0.093
H 6.051 -4.680 -0.793 0.082
H 3.410 -4.985 -0.365 0.110
H 4.222 -5.379 1.185 0.116
H 1.877 -3.625 0.636 0.122
H 1.985 -2.898 3.169 0.073
H 3.287 -2.164 2.146 0.057
H 3.682 -3.471 3.144 0.077
H 1.836 -5.214 2.833 0.064
H 0.709 -4.914 1.821 0.012
C 4.495 1.350 3.381 -0.131
O 3.579 1.468 2.351 -0.183
C 3.422 2.788 1.811 -0.184
C 2.954 3.920 2.797 -0.405
C 1.457 3.801 3.196 -0.060
N 3.149 5.260 2.228 0.038
H 4.182 1.610 4.393 0.082
H 5.234 2.119 3.156 0.087
H 4.930 0.357 3.489 0.090
H 4.282 3.132 1.236 0.115
H 2.690 2.796 1.004 0.113
H 3.613 3.768 3.652 0.114
H 0.867 4.342 2.456 0.057
H 1.415 4.302 4.163 0.068
H 0.913 2.863 3.303 0.070
H 3.812 5.848 2.712 0.071
H 3.426 5.104 1.270 0.061
```

Summary:
SMILES string: COC[C@H](C)N.COC[C@H](C)N.COC[C@H](C)N.COC[C@H](C)N.COC[C@H](C)N.COC[C@H](C)N
HOMO-LUMO gap (eV): 9.236
Highest occupied orbital energy (eV): -8.53

---

Most stable structure, least stable structure: x, w.

---

w.
This record from the Open Molecules 2025 dataset describes H4NP3 in the gas phase. The level of theory is the ωB97M-V functional and the def2-TZVPD basis.

Structure (XYZ):
```
8
Properties=species:S:1:pos:R:3:lowdin_charge:R:1
N 2.706 0.809 -0.335 -0.393
P 1.589 0.078 0.441 0.481
P -0.411 -0.944 -0.479 0.116
P -1.461 0.572 0.675 0.301
H 2.741 0.745 -1.331 -0.054
H -0.185 -2.108 0.530 -0.120
H -2.315 1.046 -0.342 -0.176
H -2.662 -0.198 0.843 -0.156
```

Summary:
SMILES string: N=P#[PH]P
HOMO-LUMO gap (eV): 7.853
Highest occupied orbital energy (eV): -8.41

---

x.
This record from the Open Molecules 2025 dataset describes H4NP3 in the gas phase. The level of theory is the ωB97M-V functional and the def2-TZVPD basis.

Structure (XYZ):
```
8
Properties=species:S:1:pos:R:3:lowdin_charge:R:1
N 1.057 -0.911 -1.844 -0.294
P -0.048 0.202 -1.253 0.525
P -1.231 0.841 1.931 0.287
P -0.626 -0.792 0.870 0.153
H 0.883 1.035 -0.486 -0.114
H 1.795 -0.410 -1.867 -0.177
H -2.642 0.553 1.896 -0.210
H 0.812 -0.517 0.754 -0.169
```

Summary:
HOMO-LUMO gap (spin up / spin down) (eV): 6.829 / 6.824
Highest occupied orbital energy (spin up / spin down) (eV): -8.65 / -8.86

---

Most stable structure, least stable structure: w, x.

---

w.
This record from the Open Molecules 2025 dataset describes C2H3N3OS in the gas phase. The level of theory is the ωB97M-V functional and the def2-TZVPD basis.

Structure (XYZ):
```
10
Properties=species:S:1:pos:R:3:lowdin_charge:R:1
C 0.909 0.493 -0.591 -0.026
N -0.235 -0.189 -0.010 -0.153
C -0.906 -1.075 -0.725 -0.353
N -1.295 -1.848 -1.469 0.192
N -0.532 0.166 1.329 -0.726
O 0.158 1.078 1.817 -0.039
S -1.738 -0.646 1.971 0.787
H 1.031 1.411 -0.052 0.066
H 1.796 -0.181 -0.524 0.105
H 0.813 0.790 -1.745 0.146
```

Summary:
SMILES string: CN(C#N)[N+]([O-])=S
HOMO-LUMO gap (eV): 8.657
Highest occupied orbital energy (eV): -10.01

---

x.
This record from the Open Molecules 2025 dataset describes C2H3N3OS in the gas phase. The level of theory is the ωB97M-V functional and the def2-TZVPD basis.

Structure (XYZ):
```
10
Properties=species:S:1:pos:R:3:lowdin_charge:R:1
N -1.587 -0.838 0.193 0.121
N -0.368 -0.304 0.087 -0.209
O 0.680 -1.005 0.740 -0.014
N 1.809 -0.278 0.529 0.083
C 1.494 0.756 -0.170 -0.117
C 0.074 0.816 -0.502 -0.819
S -0.765 1.952 -1.352 0.601
H -1.628 -1.775 -0.190 0.114
H -1.937 -0.797 1.156 0.122
H 2.230 1.474 -0.490 0.118
```

Summary:
SMILES string: Nn1oncc1=S
HOMO-LUMO gap (eV): 8.558
Highest occupied orbital energy (eV): -8.60

---

Most stable structure, least stable structure: x, w.

---

w.
This record from the Open Molecules 2025 dataset describes a gas-phase ion, C4H9NO2 (charge -2). The level of theory is the ωB97M-V functional and the def2-TZVPD basis.

Structure (XYZ):
```
16
Properties=species:S:1:pos:R:3:lowdin_charge:R:1
N 1.396 -0.419 -0.695 0.004
C 0.078 0.228 -0.661 -0.438
C -0.863 -0.480 -1.708 -0.518
O -0.225 -0.901 -2.829 -0.421
C -0.511 0.188 0.754 -0.220
C 0.346 0.708 1.965 -0.582
O -0.308 0.781 3.147 -0.443
H 1.374 -1.174 -0.015 0.039
H 1.410 -0.835 -1.625 0.016
H 0.174 1.271 -0.982 0.107
H -1.393 -1.348 -1.180 0.077
H -1.695 0.233 -1.960 0.064
H -0.722 -0.840 1.106 0.089
H -1.472 0.706 0.679 0.091
H 1.260 0.119 2.132 0.056
H 0.706 1.743 1.544 0.077
```

Summary:
SMILES string: N[C@@H](C[O-])CC[O-]
HOMO-LUMO gap (eV): 6.451
Highest occupied orbital energy (eV): 0.88
Total charge: -2

---

x.
This record from the Open Molecules 2025 dataset describes a molecular structure, C4H9NO2. The level of theory is the ωB97M-V functional and the def2-TZVPD basis.

Structure (XYZ):
```
16
Properties=species:S:1:pos:R:3:lowdin_charge:R:1
C 1.106 -1.287 0.941 -0.541
O 2.150 -0.642 1.527 -0.396
C 0.358 -0.657 -0.311 -0.307
C -0.160 0.768 0.113 -0.189
C -1.480 1.319 -0.481 -0.577
O -2.015 2.417 0.127 -0.430
N 0.208 -1.693 -1.944 -0.060
H 1.435 -2.318 0.744 0.054
H 0.214 -1.437 1.619 0.070
H 1.025 -0.572 -1.187 0.079
H -0.202 0.829 1.204 0.098
H 0.638 1.441 -0.211 0.090
H -2.197 0.458 -0.536 0.065
H -1.219 1.528 -1.547 0.066
H -0.592 -1.195 -0.425 0.084
H -0.547 -2.341 -1.686 -0.106
```

Summary:
HOMO-LUMO gap (eV): 6.050
Highest occupied orbital energy (eV): 0.70
Total charge: -2

---

Most stable structure, least stable structure: w, x.